Formula: C32H69N9O3S3
Source: the OMol25 dataset
Level of theory: ωB97M-V/def2-TZVPD

Last column: Löwdin charge in e.
Atoms and positions in Å:
C -17.05440 16.17318 12.60973  -0.10
C -16.55983 17.19660 13.66836  -0.25
N -17.70744 17.82917 14.38000  -0.18
C -18.47354 16.92782 15.27919  -0.26
C -19.62122 17.59637 15.96780  -0.10
C -17.26369 19.10139 15.09171  -0.24
C -16.25044 18.84925 16.23051  -0.08
H -16.20504 15.92414 11.97359  0.06
H -17.89202 16.62401 12.07753  0.08
H -17.36430 15.19970 12.98973  0.06
H -15.86228 16.75774 14.38175  0.09
H -15.99469 17.92415 13.08579  0.11
H -18.84930 16.15607 14.60739  0.11
H -17.76532 16.48132 15.97716  0.11
H -19.32620 18.35095 16.69695  0.06
H -20.35233 18.10590 15.34014  0.08
H -20.22957 16.84998 16.47859  0.07
H -18.12063 19.72690 15.34170  0.10
H -16.84104 19.74802 14.32273  0.10
H -16.72119 18.26188 17.01885  0.06
H -15.89081 19.84347 16.49564  0.07
H -15.44969 18.19387 15.88789  0.06
C -6.50816 24.54694 18.92721  -0.07
C -6.88105 23.11289 18.38103  -0.22
N -7.30122 23.14301 16.93382  -0.20
C -8.75765 22.93644 16.78385  -0.23
C -9.32523 21.50294 17.12963  -0.10
C -6.67818 22.21439 16.04670  -0.27
C -5.23391 22.76724 15.90599  -0.08
H -5.81815 24.50326 19.76987  0.06
H -7.37458 25.10051 19.28910  0.06
H -6.15305 25.12138 18.07163  0.06
H -6.10569 22.35024 18.45375  0.10
H -7.63315 22.70972 19.05919  0.09
H -9.32462 23.42622 17.57554  0.10
H -9.18245 23.31271 15.85322  0.11
H -8.92546 21.01490 18.01850  0.06
H -10.41293 21.44189 17.09400  0.07
H -9.00601 20.77082 16.38788  0.04
H -7.25534 22.14303 15.12481  0.12
H -6.71507 21.20713 16.46164  0.11
H -4.63533 22.00141 15.41273  0.06
H -4.68721 23.00857 16.81757  0.06
H -5.22794 23.71756 15.37217  0.07
C -3.49480 19.46034 21.86962  -0.07
C -4.77840 19.22877 22.57906  -0.28
N -5.72749 19.00302 23.18392  0.12
H -2.87631 20.25910 22.27895  0.08
H -3.70879 19.56624 20.80609  0.08
H -2.91814 18.53725 21.92842  0.08
C -6.59556 30.57603 20.24206  -0.09
C -6.66507 31.11813 18.86680  -0.24
N -6.78177 31.59783 17.73701  0.10
H -6.02123 31.14517 20.97303  0.08
H -6.04388 29.63631 20.26788  0.07
H -7.60689 30.56275 20.64844  0.08
C -6.53659 13.90610 16.10592  -0.06
C -7.02038 15.25498 16.55441  -0.29
N -7.28217 16.31201 16.81293  0.12
H -5.85974 14.16761 15.29254  0.08
H -7.43898 13.33589 15.88534  0.08
H -5.86813 13.40965 16.80934  0.08
C -3.94867 27.97519 24.54984  -0.06
C -2.48649 28.24751 24.64794  -0.29
N -1.36858 28.37735 24.76363  0.12
H -3.91441 26.89494 24.40844  0.08
H -4.27242 28.45337 23.62537  0.07
H -4.67151 28.17847 25.33994  0.08
C -9.58925 23.50137 23.51339  -0.08
C -8.39749 23.79620 24.25123  -0.29
N -7.43113 24.01160 24.87356  0.12
H -10.30141 24.27885 23.78989  0.09
H -9.98686 22.48767 23.56270  0.09
H -9.41764 23.72292 22.46004  0.08
C -15.58746 25.22737 20.90964  -0.07
C -14.48920 24.43756 20.39023  -0.30
N -13.56001 23.81608 20.01756  0.11
H -15.46288 25.33447 21.98719  0.09
H -16.51259 24.82679 20.49517  0.09
H -15.32900 26.16618 20.41981  0.08
C -10.29928 17.50775 21.86891  -0.08
C -10.85563 16.51626 22.69294  -0.33
N -11.29889 15.70100 23.35087  0.14
H -9.33684 17.09152 21.57131  0.09
H -10.24732 18.48862 22.34143  0.09
H -10.96334 17.54297 21.00527  0.09
C -1.44703 29.16761 16.03691  -0.27
S -1.14623 27.48421 16.73502  0.85
O 0.35641 27.30572 17.17800  -0.59
C -2.03334 27.62271 18.36769  -0.25
H -2.50569 29.22213 15.78322  0.04
H -0.89670 29.22052 15.09753  0.04
H -1.21864 29.96444 16.74473  0.05
H -2.40828 26.64157 18.65907  0.03
H -2.89893 28.26815 18.51694  0.04
H -1.21636 27.87935 19.04207  0.04
C -10.20112 28.02522 13.10439  -0.26
S -11.89636 27.58523 12.47519  0.84
O -12.08281 28.16116 11.05209  -0.59
C -11.80460 25.71739 12.38127  -0.24
H -9.29822 27.65411 12.61946  0.05
H -10.20209 27.55951 14.08989  0.03
H -10.09861 29.10048 13.25074  0.05
H -10.78831 25.34326 12.50491  0.04
H -12.28335 25.38938 11.45861  0.05
H -12.30893 25.21412 13.20617  0.04
C -10.93467 19.71516 12.43101  -0.23
S -9.57860 19.71826 11.09958  0.85
O -8.99221 21.12195 11.25540  -0.61
C -8.27866 18.71457 11.94983  -0.26
H -10.81052 20.61896 13.02753  0.04
H -10.78523 18.89163 13.12927  0.03
H -11.92775 19.58998 11.99951  0.04
H -7.33671 18.71778 11.40135  0.05
H -8.74346 17.73832 12.08760  0.04
H -8.13049 19.03949 12.97967  0.05

Values from the calculation:
Orbital gap   8.1 eV
Net charge   0
HOMO level   -8.4 eV
LUMO level   -0.24 eV


Formula: C32H70F6O16
Source: the OMol25 dataset
Level of theory: ωB97M-V/def2-TZVPD

Last column: Löwdin charge in e.
Atoms and positions in Å:
C 5.33753 0.09655 1.42343  -0.09
O 4.62631 -0.86435 2.17819  -0.22
C 5.20929 -2.13650 2.23941  -0.19
C 4.00166 -3.05234 2.66988  -0.14
O 3.05160 -3.37288 1.60637  -0.21
C 2.01781 -4.22495 2.02625  -0.12
H 5.04578 -0.00250 0.37788  0.09
H 6.42172 -0.00514 1.47132  0.08
H 5.07895 1.01711 1.94669  0.10
H 5.99686 -2.16691 2.99235  0.12
H 5.61789 -2.41056 1.26677  0.13
H 3.45207 -2.50690 3.43705  0.12
H 4.45719 -3.95589 3.07509  0.11
H 1.40292 -4.43145 1.15026  0.07
H 1.36142 -3.75054 2.75576  0.09
H 2.34876 -5.19863 2.38754  0.09
C -2.25022 -0.39040 1.93223  -0.07
O -2.41037 -1.38617 0.86986  -0.21
C -3.63302 -1.23706 0.04017  -0.13
C -4.94826 -1.07490 0.83912  -0.22
O -5.09394 -2.15926 1.73508  -0.21
C -6.20126 -2.02431 2.67917  -0.06
H -2.73800 0.57251 1.78065  0.07
H -1.17613 -0.22092 2.00775  0.08
H -2.51825 -0.76979 2.91829  0.09
H -3.66132 -2.00727 -0.73058  0.11
H -3.48713 -0.32765 -0.54275  0.09
H -5.78129 -1.18166 0.14431  0.12
H -5.01419 -0.07695 1.27254  0.11
H -7.14811 -2.02089 2.13920  0.08
H -6.05856 -1.07673 3.19862  0.09
H -6.28675 -2.94436 3.25735  0.09
C 2.99780 -8.13427 -3.76969  -0.11
O 2.84295 -6.76980 -3.31673  -0.18
C 3.73760 -5.88043 -3.98098  -0.20
C 3.16568 -4.44219 -4.04280  -0.14
O 3.43999 -3.89444 -2.70107  -0.19
C 3.14191 -2.52118 -2.63515  -0.13
H 2.36047 -8.34036 -4.62960  0.08
H 2.69376 -8.93209 -3.09210  0.08
H 3.97822 -8.40070 -4.16454  0.08
H 3.62150 -6.11143 -5.03988  0.11
H 4.76816 -6.05756 -3.67329  0.13
H 2.14194 -4.31129 -4.39340  0.13
H 3.87787 -3.94623 -4.70228  0.11
H 3.32552 -2.08057 -1.65522  0.07
H 2.09661 -2.31267 -2.86309  0.08
H 3.81065 -1.96234 -3.28981  0.09
C -6.76862 3.44188 1.47521  -0.11
O -5.60379 3.72149 0.72839  -0.21
C -5.68024 3.28052 -0.63518  -0.18
C -4.31732 3.18126 -1.34460  -0.14
O -3.42204 2.24994 -0.67105  -0.22
C -2.10177 2.02389 -1.14047  -0.10
H -7.10156 2.40401 1.46624  0.08
H -7.57341 3.99668 0.99292  0.08
H -6.57323 3.79352 2.48826  0.09
H -6.38646 3.97225 -1.09438  0.13
H -6.14449 2.29453 -0.65505  0.11
H -3.90671 4.18387 -1.46412  0.13
H -4.50602 2.72712 -2.31735  0.12
H -2.05719 1.84606 -2.21494  0.09
H -1.66529 1.09223 -0.78048  0.08
H -1.51054 2.89871 -0.86984  0.07
C 7.37077 7.95506 -1.80251  -0.11
O 6.19469 7.39475 -1.19793  -0.17
C 5.52611 6.44985 -2.07460  -0.19
C 4.24530 5.96790 -1.39433  -0.21
O 3.20864 6.94070 -1.52730  -0.18
C 2.06274 6.67314 -0.71561  -0.10
H 8.18073 7.26992 -2.05281  0.08
H 7.80918 8.60500 -1.04523  0.08
H 7.08375 8.54793 -2.67097  0.08
H 6.15828 5.59347 -2.30929  0.11
H 5.31478 6.73567 -3.10501  0.12
H 4.44565 5.88942 -0.32578  0.12
H 3.99257 4.97861 -1.77580  0.11
H 1.53566 5.79680 -1.09284  0.07
H 1.41366 7.54880 -0.71426  0.09
H 2.35684 6.43757 0.30719  0.08
C -1.34775 -4.78610 0.03104  -0.11
O -1.53370 -6.20883 -0.03456  -0.19
C -2.62400 -6.75502 -0.93541  -0.11
C -4.06138 -6.14296 -0.74204  -0.19
O -4.18715 -4.83697 -1.31965  -0.21
C -5.47423 -4.27177 -1.12992  -0.12
H -2.22153 -4.13719 -0.02837  0.07
H -0.69105 -4.44748 -0.77032  0.08
H -0.86484 -4.51980 0.97124  0.07
H -2.68675 -7.82924 -0.76162  0.11
H -2.42915 -6.69196 -2.00600  0.11
H -4.31994 -6.08167 0.31507  0.13
H -4.74005 -6.81285 -1.27002  0.11
H -6.20497 -5.06612 -1.28194  0.08
H -5.75991 -3.48379 -1.82675  0.09
H -5.65133 -3.86441 -0.13453  0.07
C 0.68843 -1.63811 -0.43653  -0.03
C 1.64902 -0.86758 0.49853  -0.19
O 1.44332 0.53963 0.46723  0.04
C 1.86010 1.31050 -0.52619  -0.38
O 2.56325 0.95792 -1.45732  0.15
C 1.45452 2.76120 -0.45517  -0.49
F 0.93837 3.15140 -1.64357  0.15
F 0.56837 3.04543 0.52089  0.15
F 2.61942 3.45358 -0.22366  0.13
H 0.92709 -2.69636 -0.54265  0.07
H 0.86406 -1.20750 -1.42234  0.06
H -0.34949 -1.53711 -0.11934  0.06
H 2.68278 -1.04633 0.20272  0.09
H 1.61520 -1.32035 1.48946  0.12
C -3.03762 3.29663 3.31296  -0.07
C -2.03662 4.03846 2.48723  -0.19
O -0.94825 4.51015 3.34365  0.03
C -0.00038 5.41219 2.99934  -0.32
O -0.00721 5.95481 1.88715  0.12
C 1.01499 5.85633 4.06164  -0.51
F 2.25328 5.38030 3.76304  0.15
F 1.10434 7.18853 4.09811  0.17
F 0.69895 5.39576 5.30013  0.14
H -3.28877 3.87145 4.20436  0.09
H -2.70889 2.28971 3.57016  0.07
H -3.91895 3.21133 2.67728  0.07
H -2.62013 4.85434 2.06065  0.13
H -1.83372 3.26705 1.74436  0.11

Values from the calculation:
SMILES string   CCOC(=O)C(F)(F)F.CCOC(=O)C(F)(F)F.COCCOC.COCCOC.COCCOC.COCCOC.COCCOC.COCCOC
Orbital gap   9.7 eV
Net charge   0
HOMO level   -9.2 eV
LUMO level   0.52 eV